56
Properties=species:S:1:pos:R:3:mulliken_charge:R:1 method="wB97M-V/def2-TZVPD" multiplicity=5 largest_force_ev_per_a=2.50 s_squared=6.08 charge=0 homo_energy_ev="-5.2014 / -8.4333" de_lowest_ev=0.000 e_tot_ev=-44651.163
Pt -0.0247 -0.1709 -0.0881 1.537
P 2.3276 -0.1659 -0.2298 0.893
P -2.3663 0.1340 0.0941 0.897
N 0.0746 1.1775 -1.4156 -0.251
H 1.0766 -2.0731 1.7409 -1.338
C 2.9402 -1.6607 -1.0689 -1.127
H 4.0397 -1.6656 -1.0766 0.439
H 2.5687 -1.6589 -2.1020 0.324
H 2.5695 -2.5565 -0.5538 0.130
C 3.1769 -0.1085 1.3832 -1.368
H 4.2592 -0.2229 1.2351 0.500
H 2.8098 -0.9051 2.0417 0.305
H 2.9680 0.8586 1.8575 0.315
C 3.0623 1.2215 -1.1624 -1.282
H 4.1558 1.2250 -1.0626 0.482
H 2.6651 2.1663 -0.7770 0.312
H 2.7971 1.1397 -2.2217 0.348
C -3.2371 -1.2853 -0.6379 -1.289
H -4.3219 -1.1489 -0.5379 0.432
H -2.9237 -2.2043 -0.1260 0.244
H -2.9661 -1.3536 -1.6988 0.315
C -2.9484 0.2294 1.8170 -1.246
H -4.0431 0.3168 1.8150 0.514
H -2.5022 1.1045 2.3053 0.328
H -2.6470 -0.6740 2.3633 0.221
C -2.9942 1.6142 -0.7430 -1.235
H -4.0646 1.7370 -0.5338 0.470
H -2.8422 1.5258 -1.8238 0.314
H -2.4519 2.4958 -0.3851 0.274
C 0.0118 1.8857 -2.5117 -0.294
C 0.0150 2.1087 -4.9581 -0.544
C -0.0024 1.3061 -3.8400 -0.242
C -0.0006 3.3310 -2.4328 0.067
C 0.0131 4.1075 -3.5691 -0.591
C 0.0280 3.5105 -4.8416 -0.291
H 0.0191 1.6548 -5.9498 0.367
H -0.0149 0.2143 -3.9116 0.437
H -0.0056 3.7651 -1.4283 0.443
H 0.0139 5.1936 -3.4747 0.372
H 0.0477 4.1329 -5.7338 0.386
C 0.1017 -2.6277 1.7448 2.390
O -0.7786 -1.7891 0.9956 -0.787
C 0.2551 -3.9829 1.0650 -1.454
H 0.1043 -4.7975 1.7883 0.434
H 1.2598 -4.1190 0.6428 0.328
H -0.4830 -4.1073 0.2656 0.192
C -0.4851 -2.7847 3.1309 -1.391
H -1.4158 -3.3657 3.0540 0.336
H -0.7152 -1.8309 3.6152 0.051
H 0.1927 -3.3396 3.7996 0.361
B 0.0829 0.3097 4.5319 0.156
C 0.1789 0.5782 3.0256 0.192
N 0.2396 0.8029 1.8763 -0.998
H -1.0833 0.0607 4.7978 -0.106
H 0.4485 1.3184 5.1048 -0.128
H 0.8147 -0.6273 4.8051 -0.145



11
Properties=species:S:1:pos:R:3:mulliken_charge:R:1 method="wB97M-V/def2-TZVPD" multiplicity=2 largest_force_ev_per_a=1.07 s_squared=0.75 charge=-1 homo_energy_ev="-2.8410 / -4.1983" de_lowest_ev=0.000 e_tot_ev=-31929.067
O 0.7418 1.6989 -0.4448 -0.576
C 0.0518 0.7304 -0.1373 -0.314
O 0.9428 -0.3245 0.3344 -0.251
C 0.5161 -1.6566 0.3996 0.730
O -0.7124 -1.8684 0.2847 -0.785
O 1.4372 -2.4653 0.5453 -0.735
K 3.2044 0.9255 -0.0448 0.941
C -3.8461 0.7667 0.1222 0.164
O -3.6167 0.4007 -1.0431 -0.616
O -3.3702 0.3173 1.1767 -0.526
Li -1.8526 -0.3734 -0.1754 0.966



59
Properties=species:S:1:pos:R:3:mulliken_charge:R:1 method="wB97M-V/def2-TZVPD" largest_force_ev_per_a=0.95 charge=0 homo_energy_ev=-7.7693 de_lowest_ev=1.120 smiles="CC(C)CNC(=S)N(CCN(C)C)Cc1cc2cc3c(cc2[nH]c1=O)OCCO3" e_tot_ev=-45202.703
C -4.4377 -3.0371 0.2603 -1.380
H -4.7307 -3.0481 -0.7867 0.313
H -5.1666 -3.6061 0.8327 0.435
H -4.4606 -2.0061 0.6065 0.292
C -3.0439 -3.6359 0.4233 0.936
C -3.0296 -5.0956 -0.0202 -1.594
H -2.0400 -5.5291 0.1076 0.400
H -3.7378 -5.6769 0.5652 0.406
H -3.3062 -5.1712 -1.0692 0.347
C -2.0161 -2.8417 -0.3949 -1.491
N -1.9066 -1.4718 0.0365 0.244
C -2.3774 -0.4134 -0.6580 0.576
N -2.2904 0.8045 -0.0676 0.285
C -2.8905 1.9717 -0.6749 -1.216
H -3.4842 1.6246 -1.5235 0.513
H -3.5581 2.4389 0.0556 0.297
C -1.8618 2.9905 -1.1786 -0.831
N -1.2232 3.7143 -0.0867 0.464
C 0.1208 4.1432 -0.4153 -1.080
H 0.1487 4.8545 -1.2550 0.367
H 0.5593 4.6245 0.4582 0.314
H 0.7272 3.2749 -0.6676 0.254
C -2.0260 4.8350 0.3596 -1.169
H -1.5668 5.2710 1.2460 0.337
H -3.0249 4.4930 0.6228 0.305
H -2.1188 5.6181 -0.4091 0.375
H -1.0977 2.4520 -1.7412 0.333
H -2.3643 3.6790 -1.8769 0.527
C -1.5978 1.0015 1.1868 -1.852
C -0.1602 0.5539 1.1782 0.189
C 0.6001 0.4760 0.0637 1.057
C 1.9746 0.1006 0.1139 0.142
C 2.7906 0.0466 -1.0187 -0.745
C 4.1215 -0.3009 -0.9177 0.179
C 4.6627 -0.6356 0.3397 0.338
C 3.8708 -0.5676 1.4726 -0.751
C 2.5342 -0.1962 1.3727 -0.293
N 1.7283 -0.1320 2.4779 -0.078
C 0.3950 0.2076 2.4843 0.276
O -0.2399 0.1863 3.5264 -0.742
H 2.1268 -0.3650 3.3799 0.207
H 4.3104 -0.8162 2.4255 0.419
O 5.9595 -1.0349 0.4856 -0.479
C 6.5934 -1.3724 -0.7309 -0.456
C 6.2735 -0.3283 -1.7978 -0.474
H 6.6064 0.6594 -1.4498 0.286
O 4.8870 -0.3062 -2.0545 -0.478
H 6.7594 -0.5664 -2.7447 0.346
H 6.2453 -2.3571 -1.0707 0.287
H 7.6627 -1.4134 -0.5201 0.346
H 2.3889 0.2824 -1.9909 0.531
H 0.1720 0.6964 -0.9029 0.677
H -2.1157 0.5110 2.0237 0.316
H -1.6022 2.0787 1.3799 0.527
S -2.9887 -0.5963 -2.1937 -0.501
H -1.6580 -1.3407 1.0046 0.139
H -2.3093 -2.8293 -1.4470 0.481
H -1.0302 -3.3129 -0.3069 0.316
H -2.7573 -3.5853 1.4817 0.230



16
Properties=species:S:1:pos:R:3:mulliken_charge:R:1 method="wB97M-V/def2-TZVPD" largest_force_ev_per_a=1.17 charge=0 homo_energy_ev=-8.0968 de_lowest_ev=0.426 smiles=CCc1cc[nH]c1 e_tot_ev=-7857.733
C -2.3766 0.6750 0.9318 -1.195
C -1.7496 -0.2527 -0.1417 -0.342
C -0.2612 -0.1446 -0.1777 0.539
C 0.5927 -1.2156 -0.1187 -0.841
N 1.8776 -0.7476 -0.1760 0.000
C 1.8596 0.6084 -0.3337 -0.533
C 0.5581 1.0209 -0.2116 -0.479
H -3.3757 0.3081 1.1734 0.367
H -2.4583 1.7078 0.6052 0.286
H -1.7708 0.5594 1.8298 0.358
H -2.1845 0.0313 -1.1020 0.252
H -2.0425 -1.2673 0.1233 0.294
H 0.3542 -2.2659 -0.1082 0.370
H 2.7106 -1.3056 -0.2378 0.192
H 2.7291 1.2012 -0.5605 0.385
H 0.2348 2.0398 -0.0654 0.347



15
Properties=species:S:1:pos:R:3:mulliken_charge:R:1 method="wB97M-V/def2-TZVPD" largest_force_ev_per_a=1.91 charge=+1 homo_energy_ev=-14.3315 de_lowest_ev=0.820 e_tot_ev=-15591.282
C 0.5497 1.2772 -0.1269 -0.503
N 1.8686 1.0001 0.1812 -0.414
H 0.0901 2.0854 0.4524 0.346
H 0.3710 1.3822 -1.1914 0.458
H 2.5661 1.2187 -0.5109 0.221
H 2.2154 1.1835 1.1086 0.216
C -1.7861 -0.2962 -0.8404 -0.893
S -0.5741 -0.2036 0.4393 0.300
C 0.4878 -1.5857 0.0843 -0.913
H -2.6753 0.2392 -0.5337 0.370
H -2.1519 -1.2546 -1.1971 0.375
H -1.4897 0.2363 -1.7408 0.335
H 1.2944 -1.5905 0.8169 0.363
H -0.0697 -2.5132 0.1742 0.390
H 0.9628 -1.5107 -0.8863 0.350



19
Properties=species:S:1:pos:R:3:mulliken_charge:R:1 method="wB97M-V/def2-TZVPD" largest_force_ev_per_a=6.07 charge=+1 homo_energy_ev=-12.3149 de_lowest_ev=2.114 e_tot_ev=-80869.538
C 1.7547 -1.4402 1.1981 -0.743
C 0.3194 -1.2827 1.1468 0.506
C 2.4075 -1.5621 0.0188 -0.302
C -1.6989 3.4626 -0.1038 0.105
C -0.3939 -1.6641 -0.1112 -0.123
C 0.5617 -1.9397 -1.2331 -0.299
N 1.7929 -1.7130 -1.1750 -0.524
N -0.3316 -0.2667 0.2862 -0.469
N -1.0112 2.7015 -0.8968 -0.028
Br -2.0692 0.3401 0.9120 -0.132
H 2.2514 -1.3665 2.1450 0.404
H -0.2990 -1.4556 2.0209 0.447
H 3.4261 -1.7478 0.1253 0.414
H -1.7242 4.6120 -0.1864 0.245
H -2.2786 3.1102 0.6245 0.193
H -1.3252 -2.2582 -0.2304 0.400
H 0.3050 -2.3237 -2.2421 0.393
H -0.5121 3.1023 -1.6594 0.295
H -1.1748 1.6917 -0.6394 0.219